# 1
The following is a quantum chemistry calculation of C10H59Br2F4IO21P as an isolated structure in a non-equilibrium geometry, from the Open Molecules 2025 dataset.

Last column: Löwdin charge in e.
Atoms and positions in Å:
1 H -3.6291 -2.5525 5.2847  0.0372
2 C 1.8871 -2.0210 -0.4844  -0.3055
3 H 0.4207 6.6872 -5.7569  0.0117
4 H -2.0582 -4.6955 0.5557  0.0787
5 F 1.1667 2.8004 0.3731  -0.1363
6 O -5.6260 4.0014 0.2481  -0.0552
7 C 0.9767 1.3983 2.4626  -0.2232
8 H 1.2192 -4.0761 -1.4675  0.0934
9 C 1.2578 1.3715 0.8487  -0.3214
10 O 4.8938 -2.1508 -1.6316  -0.0769
11 F -4.1125 1.6215 1.5747  -0.0443
12 C 1.2894 -3.5748 -0.4046  -0.1097
13 O -0.1485 4.8477 -1.6399  -0.0528
14 H 2.0285 -4.1861 0.2808  0.1029
15 H 2.3767 0.9845 0.7064  0.1577
16 C -4.4852 0.2312 1.9228  -0.5993
17 O -1.2767 -4.1863 -3.3279  -0.0668
18 H -0.5335 2.0329 4.0468  0.1035
19 H 7.5011 -1.6846 0.7511  0.0395
20 H -1.4917 -5.0397 -3.7335  0.0539
21 H -0.9040 4.9247 -1.0379  0.0379
22 C -2.7294 -0.3956 -0.1145  -0.2134
23 H -8.9538 -4.1558 1.9180  0.0414
24 H 4.7699 -1.5467 -2.3790  0.0243
25 H 0.2319 -3.5968 0.1204  0.0540
26 H 1.0097 0.3201 2.9453  0.1060
27 H -2.7584 7.4076 -6.4460  0.0459
28 H 3.5691 6.6967 3.1907  0.0503
29 H -1.3295 1.9963 2.3123  0.0515
30 O 0.1438 5.3868 3.5905  -0.0759
31 H -0.0258 -1.6718 -1.7203  0.0834
32 H 3.3178 6.2698 1.7463  0.0416
33 H -4.7254 4.2937 0.0422  0.0306
34 H 0.6256 5.5626 2.7683  0.0184
35 O -6.6051 -3.5465 0.1157  -0.0929
36 O -8.5316 -5.0025 1.7085  -0.0616
37 C 0.8560 -1.0194 -1.2735  -0.8298
38 C -0.3601 2.2743 2.9050  -0.0977
39 H -2.7999 0.7472 -0.4486  0.1271
40 H 6.8820 -1.0034 -0.4671  0.0233
41 P 0.0399 0.3225 -0.1775  1.0323
42 H -5.4972 3.1848 0.7537  0.0003
43 Br -5.6104 -0.5505 -0.6764  0.8363
44 C -1.3556 -0.5187 0.8148  -0.2634
45 H -0.6185 1.2506 -1.1059  0.0748
46 O 2.1830 0.2241 4.6585  -0.0943
47 H 1.4275 0.3011 5.2604  0.0453
48 H -0.7491 -5.6376 -1.3117  -0.0288
49 H 2.8876 -0.1432 5.2130  0.0352
50 F -4.1517 -2.2259 1.0628  -0.0785
51 I 1.8603 0.0052 -2.9629  0.8394
52 H 7.8816 -1.6318 -4.9104  0.0075
53 O 1.2710 6.5329 -5.3183  -0.0651
54 H -4.4115 -0.4641 -3.1198  -0.0594
55 O 2.3275 -1.3588 6.8602  -0.0557
56 H 1.0399 6.0060 -4.5387  0.0217
57 H -3.3803 5.9218 -2.7027  0.0506
58 O -0.3269 -6.4843 -1.5212  -0.0617
59 H -6.5146 -3.7239 1.0640  0.0370
60 H -4.2382 -1.2600 -4.4113  0.0473
61 C -4.1068 -0.7907 0.6816  -0.5902
62 O 8.6759 -0.5000 -3.0842  -0.0569
63 H -6.1815 -2.6830 -0.0023  -0.1021
64 H 8.7664 -0.6775 -2.1358  0.0200
65 H -2.5555 -1.0542 -1.0924  0.1404
66 F -3.8763 -0.2913 3.1675  -0.0594
67 H 2.1125 -2.2122 6.4546  0.0580
68 H -2.1392 6.7264 -5.2278  -0.0014
69 H -2.8646 -3.6325 -0.1869  0.0331
70 H 8.5023 -4.9927 0.4513  0.0453
71 O 7.5606 -2.5461 -4.9103  -0.0821
72 H -8.0498 -4.8268 0.8864  0.0038
73 H -1.1007 -1.6714 0.8870  0.1060
74 H 2.1350 -1.5994 0.6008  0.1195
75 O -1.9082 7.2533 -6.0074  -0.0623
76 H 7.7613 -2.8647 -5.8031  0.0379
77 H 1.8983 1.9817 2.9489  0.1408
78 H -0.2784 6.2335 3.7999  0.0548
79 O 8.1309 -4.1087 0.5915  -0.0721
80 H 2.8875 -2.0992 -1.1292  0.0651
81 H 9.0995 0.3635 -3.2022  0.0514
82 H 8.5301 -3.5731 -0.1104  0.0267
83 O 7.7322 -1.1576 -0.0285  -0.0600
84 H -0.1965 3.4323 2.7672  0.0623
85 O -2.6249 5.8448 -3.3046  -0.0381
86 H 0.1549 -6.3085 -2.3433  0.0394
87 H -4.3936 -1.2992 4.8647  -0.0055
88 H -1.9202 5.4775 -2.7501  0.0044
89 Br -6.4971 0.0847 2.1922  0.7600
90 H 0.5561 4.4804 -1.0853  0.0228
91 O -2.1052 -4.2255 -0.2904  -0.0545
92 H -1.6650 -4.2438 -2.4419  -0.0097
93 H 1.9392 -1.4164 7.7462  0.0615
94 O -4.2697 -1.9034 5.6121  -0.0577
95 O 2.8714 6.6449 2.5203  -0.0593
96 H -1.4956 -0.1397 1.9127  0.0958
97 O -4.0233 -0.4066 -4.0057  -0.0750
98 H 5.5345 -2.7999 -1.9591  0.0646

Properties
**Total charge**: +1
**E_HOMO**: -0.4515 hartree
**LUMO energy**: -3.92 eV
**Gap between HOMO and LUMO**: 8.36 eV



# 2
The following is a quantum chemistry calculation of C17H21AsF6N5O8Pt as an isolated structure in a non-equilibrium geometry, from the Open Molecules 2025 dataset.

Last column: Löwdin charge in e.
Atoms and positions in Å:
1 H 2.6845 0.0389 3.8969  0.1842
2 H 0.5323 -4.6249 -2.0451  0.2093
3 H -4.6910 -3.1195 -2.5279  0.1403
4 C -2.1345 2.7041 1.6643  0.0834
5 F -1.2250 -1.0022 2.9890  -0.2075
6 N -0.9515 -1.7516 -1.7641  0.2429
7 H -3.0234 3.2181 1.3302  0.1474
8 C -3.9278 -3.8651 -2.2806  -0.1542
9 C -1.7156 2.7205 2.9915  0.0459
10 O -0.7981 1.2159 -1.4050  -0.0625
11 C -4.0721 -4.2783 -0.8377  -0.0562
12 F 0.2474 -2.1351 1.3630  -0.3229
13 Pt 0.4481 -0.3120 -0.2527  1.5662
14 O 2.2075 0.5896 -1.3412  -0.0520
15 C -1.6471 1.9126 -0.7960  -0.5642
16 H -0.1991 2.0721 4.3896  0.1487
17 H -0.4490 -2.9425 -4.7027  0.0850
18 H -4.1583 -4.7478 -2.8958  0.1578
19 F -3.2161 -2.3688 2.0807  -0.1766
20 H -5.0524 -4.7268 -0.6779  0.1040
21 O 1.8970 0.6070 3.7846  0.2269
22 C -1.4587 -4.4088 -2.4773  -0.3763
23 C 0.0427 -2.6539 -1.7650  -0.5049
24 H -2.3042 3.2491 3.7289  0.1403
25 C -1.3548 -2.3538 -4.8353  -0.0516
26 C 2.3479 0.7233 -2.5782  -0.5535
27 O -3.1502 -1.2100 -1.8882  0.2989
28 H -2.7276 -3.9935 -4.7822  0.1602
29 H 1.4764 1.2338 -4.3783  0.1332
30 N -0.2038 -3.9320 -2.1792  0.2590
31 H -1.5138 -2.2168 -5.9028  0.1012
32 H -1.2083 -1.3707 -4.3899  0.0764
33 C -2.2298 -1.9495 -2.0309  -0.3614
34 C 4.7260 0.2670 -2.3043  -0.0486
35 H 3.7267 0.7559 -4.0942  0.1596
36 C -1.3540 1.9942 0.7654  -0.1237
37 O 1.8884 -0.0376 1.6531  0.0427
38 O -2.5792 2.5497 -1.1900  0.1963
39 C 1.3995 0.5713 2.5919  -0.4465
40 N -0.2765 1.3492 1.1295  0.1103
41 O -1.6968 -5.5718 -2.6139  0.2262
42 C 0.1486 1.3700 2.3896  -0.1517
43 H -4.0188 -3.4096 -0.1652  0.0725
44 C -2.5523 -3.3638 -2.7451  -0.1852
45 H 4.5496 -0.6611 -1.7508  0.0978
46 N 3.5883 0.5940 -3.1061  0.0453
47 As -1.5254 -2.3186 1.8761  0.8837
48 O 1.1573 -2.2816 -1.3930  0.0803
49 F -1.1516 -3.5216 2.9938  -0.1554
50 H 5.6100 0.1814 -2.9285  0.1039
51 H 0.4134 1.1457 -3.0144  0.0819
52 H 4.8913 1.0322 -1.5401  0.1003
53 H -3.2964 -4.9777 -0.5211  0.0839
54 F -1.5870 -3.4366 0.5046  -0.2244
55 N 1.3333 0.9790 -3.4136  0.2114
56 F -1.8069 -0.9520 0.6373  -0.3142
57 H -3.4646 -2.4385 -4.4637  0.1458
58 C -2.5787 -3.0453 -4.2518  -0.1325
59 C -0.5500 2.0652 3.3673  0.0730

Properties
**Total charge**: +2
**E_HOMO (alpha / beta)**: -0.5779 / -0.5772 hartree
**LUMO energy (alpha / beta)**: -11.72 / -11.79 eV
**Gap between HOMO and LUMO (alpha / beta)**: 4.01 / 3.92 eV
**Spin multiplicity**: 2
**ΔE to the lowest compared entry with this formula, charge and spin**: 120.5 kcal per mole



# 3
The following is a quantum chemistry calculation of C6H11NO as an isolated structure in a non-equilibrium geometry, from the Open Molecules 2025 dataset.

Last column: Löwdin charge in e.
Atoms and positions in Å:
1 H 1.1598 -2.5332 -1.5423  0.1134
2 C 0.1100 0.6838 -0.5231  -0.3956
3 N -0.5896 0.1819 1.5351  -0.0921
4 H 0.7278 1.1983 1.0723  0.0179
5 H 0.8903 -1.4763 1.3066  0.1133
6 C 1.4238 -1.4273 -1.0313  -0.1149
7 C -0.2843 -1.2146 1.0205  -0.0959
8 H -1.5267 2.1469 -1.3946  0.0938
9 O 1.0573 1.4348 0.2400  -0.0390
10 H 2.0824 -0.5614 -1.8806  0.1731
11 H -0.2080 3.0465 -0.7926  0.1530
12 H -1.0461 -1.8076 1.5689  0.1143
13 H 2.0967 -1.2877 0.2023  0.1635
14 C -0.6680 1.9362 -0.6993  -0.0302
15 C -1.1600 0.8878 0.4042  -0.2051
16 H -0.9020 -0.9780 -1.1534  0.1695
17 H -1.9143 0.3542 -0.0590  0.0887
18 C 0.1087 -0.8728 -0.5313  -0.3669
19 H -1.3578 0.2884 2.2575  0.1391

Properties
**Total charge**: 0
**E_HOMO**: -0.3221 hartree
**LUMO energy**: 0.84 eV
**Gap between HOMO and LUMO**: 9.61 eV
**ΔE to the lowest compared entry with this formula, charge and spin**: 226.8 kcal per mole



# 4
The following is a quantum chemistry calculation of C25H28F5N5OP2S2Sn as an isolated structure, from the Open Molecules 2025 dataset.

Last column: Löwdin charge in e.
Atoms and positions in Å:
1 C 6.8178 -2.0912 0.0036  -0.0528
2 H 7.7808 -3.9691 -1.8171  0.0787
3 C -3.3995 3.0072 -2.6568  -0.3674
4 N 4.7716 -2.6472 -1.1207  0.0625
5 C -3.6397 2.6730 1.5444  -0.2966
6 H -3.0557 -2.4655 3.0993  0.0330
7 H -2.9863 0.8478 3.4742  0.0167
8 C -1.5622 3.6568 1.8664  -0.2534
9 S 0.7992 1.9275 -0.3649  0.4945
10 C -1.4077 2.0008 -3.8458  -0.1015
11 F -0.2251 3.7457 1.7113  0.0122
12 H 0.4814 -1.0595 3.8224  0.0676
13 C -4.2543 3.6168 2.3487  -0.1560
14 F -4.0456 5.5339 3.7200  0.0849
15 C -0.3055 -1.7512 3.5016  -0.4684
16 C -2.1355 0.2699 3.8355  -0.3073
17 C 6.0685 -2.8768 -1.0389  -0.3854
18 H 7.7447 -2.5888 0.2951  0.0614
19 H -0.9260 1.8064 -4.8066  0.1155
20 C 6.7201 -3.7684 -1.8864  -0.0774
21 H 2.7316 0.1979 -1.0181  0.0404
22 C -2.8188 -1.8951 2.1953  -0.3071
23 P -1.4308 -0.7221 2.4535  0.8047
24 H 2.5211 -4.4510 2.0976  0.0270
25 C -2.7308 2.6129 -3.8511  -0.1512
26 H -2.4575 -0.3623 4.6699  0.0300
27 C -2.2902 2.6545 1.2613  -0.1731
28 H -4.9547 3.7058 -6.2029  0.0773
29 H -5.1357 4.0020 -1.9146  0.1047
30 N 4.6165 -4.1653 -2.9594  0.0193
31 C -3.4801 4.6082 2.9213  -0.1507
32 H 6.3502 -5.0572 -3.5652  0.0872
33 H 3.0276 -1.7752 0.5921  -0.0141
34 C 4.0309 -3.3087 -2.0679  -0.8975
35 P 0.9355 -2.8445 1.1049  0.8154
36 H -2.5678 -2.5818 1.3862  0.0274
37 H 2.7607 -1.7795 2.3621  0.0340
38 S 2.3563 -3.0372 -2.0857  0.4706
39 H -6.1312 4.4442 -4.1293  0.0864
40 Sn -1.6839 1.2412 -0.5479  0.9542
41 H 1.2342 -3.2340 3.4858  0.0557
42 C 1.1730 1.0961 -1.8761  -0.8793
43 H 1.2684 -5.2637 1.1262  0.0258
44 F -1.3695 5.5882 3.2632  0.0829
45 C 5.9102 -4.3689 -2.8426  -0.2053
46 C -4.5284 3.5175 -5.2259  -0.1426
47 C -2.1208 4.6305 2.6847  -0.1528
48 H 2.5874 -4.4164 0.3117  -0.0197
49 H 2.3306 -0.3889 -2.5285  0.0180
50 H -2.7712 2.5514 -5.9792  0.0975
51 C 0.3570 -2.9802 2.8786  -0.4806
52 N -0.7763 1.6958 -2.7804  -0.1668
53 N 2.3691 0.4306 -1.9293  0.0584
54 H 6.1868 -1.9468 0.8795  0.0682
55 N 0.4569 1.1052 -2.9611  -0.0176
56 H 7.0704 -1.1030 -0.3871  0.0747
57 H -0.3184 -3.8413 2.9247  0.0622
58 C 2.2886 -1.6333 1.3843  -0.3171
59 H -3.6987 -1.3245 1.8926  0.0270
60 F -5.5801 3.5930 2.5949  0.0814
61 C 1.9285 -4.3953 1.1789  -0.3394
62 C -5.1775 3.9297 -4.0620  -0.1296
63 F -4.4561 1.7136 1.0421  0.0307
64 C -3.3117 2.8725 -5.0938  -0.0823
65 O -2.9553 2.7971 -1.4594  -0.2661
66 H -1.3904 0.9815 4.1950  0.0365
67 H 1.8976 -0.6158 1.3127  0.0036
68 C -4.6315 3.6881 -2.8210  -0.0301
69 H -0.8631 -2.0336 4.4044  0.0611

Properties
**Total charge**: -2
**E_HOMO**: -0.0754 hartree
**LUMO energy**: 4.39 eV
**Gap between HOMO and LUMO**: 6.44 eV
**ΔE to the lowest compared entry with this formula, charge and spin**: 1.0 kcal per mole



- Look up the total charge of the fourth one.
  -2



- Among the records above, which one has the lowest total charge?
  C25H28F5N5OP2S2Sn



- The highest total charge belongs to which entry?
  C17H21AsF6N5O8Pt